13
Properties=species:S:1:pos:R:3:forces:R:3:nbo_charge:R:1 method="wB97M-V/def2-TZVPD" lumo_energy_ev="-0.837 / -0.842" e_homo_ev="-8.2 / -8.2" multiplicity=1 homo_lumo_gap_ev="7.4 / 7.4" de_lowest_kcal_mol=98.3
C -0.93970 -0.70882 1.30455 1.822 2.150 -2.796 -0.126
H 0.36964 2.15470 0.35536 0.688 2.148 -0.260 0.214
H -1.58671 -1.43821 1.64219 -1.201 -1.105 1.522 0.203
C 0.24688 0.16336 -0.52876 -0.338 1.898 -0.746 -0.048
H 2.10935 0.40770 -1.75716 0.064 -0.439 0.280 0.233
C -0.08339 -1.10424 0.06465 -0.346 2.677 2.958 -0.420
C 1.45350 -1.17356 -0.24009 0.404 0.953 0.392 0.181
C 1.29748 -0.27522 -1.48488 -0.700 -1.021 -1.816 -0.534
H -0.53868 -1.82214 -0.46868 -1.756 -2.716 -2.232 0.249
H 0.90047 -0.77178 -2.51755 0.573 0.961 2.591 0.238
C -0.07357 1.23038 0.30271 -1.303 -3.875 0.902 -0.177
C -1.02666 0.69129 1.33625 3.468 -2.849 -2.273 -0.227
H -1.33518 1.25300 2.13896 -1.374 1.217 1.479 0.214

***

8
Properties=species:S:1:pos:R:3:forces:R:3:nbo_charge:R:1 method="wB97M-V/def2-TZVPD" lumo_energy_ev=-1.413 e_homo_ev=-9.1 multiplicity=1 homo_lumo_gap_ev=7.6 smiles=BrC[SiH](I)I de_lowest_kcal_mol=62.1
H -1.03984 1.46116 0.21501 -1.209 0.226 1.053 0.260
H 0.73985 1.51217 0.03535 -1.211 -1.070 0.646 0.285
Br -0.24934 1.61353 -2.07055 -0.330 -0.565 -0.322 0.003
I -2.04360 -2.17958 -0.18325 0.925 0.460 0.002 -0.094
Si 0.03575 -0.88256 -0.03494 1.272 -0.470 2.096 1.030
I 1.40372 -1.02411 2.72216 -1.221 0.153 -1.839 -0.412
C -0.22360 0.95745 -0.19874 3.026 0.886 -1.343 -0.970
H 1.37708 -1.45806 -0.48503 -1.251 0.381 -0.294 -0.101

***

17
Properties=species:S:1:pos:R:3:forces:R:3:nbo_charge:R:1 method="wB97M-V/def2-TZVPD" lumo_energy_ev=0.872 e_homo_ev=-8.5 multiplicity=1 homo_lumo_gap_ev=9.4 de_lowest_kcal_mol=97.6
H -0.57564 -2.76544 -1.06589 0.772 1.735 0.259 0.215
H 1.15222 2.51136 0.25995 1.708 -0.380 0.652 0.311
C -0.75208 0.93850 -0.45724 1.345 2.064 -1.401 -0.024
H 2.35628 -0.08511 0.59663 -0.849 0.533 0.110 0.179
N 0.04631 -1.14877 0.24193 -2.052 2.059 -0.007 -0.251
N 0.39263 0.24181 -0.02054 1.292 0.203 -0.202 -0.355
C 1.61548 0.73604 0.42451 0.808 -1.801 -0.340 0.288
C -1.83835 0.26892 -0.13996 -1.265 1.727 0.288 -0.315
N 2.01578 1.92923 0.53787 -2.306 1.321 -0.775 -0.660
H -0.67648 1.91658 -1.08783 0.011 -1.952 1.495 0.235
H 1.13985 -2.14792 -1.37552 -2.608 1.113 0.982 0.212
H -2.78416 0.84527 -0.20843 0.340 -1.336 -0.037 0.242
H -0.33359 -1.16214 -2.09443 0.587 -1.131 3.143 0.205
H -2.12096 -1.84287 0.82909 2.342 2.646 -0.671 0.219
C -1.37377 -0.83395 0.74062 -1.969 -3.531 2.092 -0.262
C 0.01727 -1.77081 -1.06938 1.451 -2.626 -3.851 -0.464
H -1.35187 -0.45778 1.84036 0.393 -0.645 -1.736 0.223

***

Q: Which F_max values were calculated for the entries above? A: 5.031 3.427 4.882, in eV/A.
Q: Which DFT total energy values were calculated for the entries above? A: -270.079462 -3498.812006 -360.041719, in a.u..